{"formula": "C24H47BrN3O4", "method": "ωB97M-V/def2-TZVPD", "gap_ev": [4.28, 4.06], "multiplicity": 3, "charge": -1, "lumo_energy_ev": [2.334, 2.113], "species": ["C", "C", "O", "O", "C", "C", "C", "C", "N", "Br", "H", "H", "H", "H", "H", "H", "H", "H", "H", "H", "H", "C", "C", "C", "C", "C", "C", "N", "O", "C", "C", "C", "H", "H", "H", "H", "H", "H", "H", "H", "H", "H", "H", "H", "H", "H", "H", "H", "H", "H", "C", "C", "C", "C", "C", "C", "N", "O", "C", "C", "C", "H", "H", "H", "H", "H", "H", "H", "H", "H", "H", "H", "H", "H", "H", "H", "H", "H", "H"], "xyz": [[5.5545, -3.4828, 1.7897], [4.3138, -3.2074, 0.9684], [4.3390, -2.9341, -0.2230], [3.1351, -3.3001, 1.6522], [2.8390, -2.1137, 2.3928], [1.4236, -2.1462, 2.9201], [0.4263, -2.1771, 1.7514], [0.0737, -3.5847, 1.3220], [-1.0108, -4.0925, 2.1541], [-0.9428, -5.9654, 2.2037], [6.0044, -2.5205, 2.0050], [6.2187, -4.0985, 1.2024], [5.2851, -3.9573, 2.7223], [3.5719, -1.9614, 3.1893], [2.8995, -1.2487, 1.7345], [1.2600, -3.0021, 3.5689], [1.3106, -1.2242, 3.4811], [0.8933, -1.6722, 0.9128], [-0.4854, -1.6290, 1.9830], [-0.2304, -3.5984, 0.2744], [0.9163, -4.2629, 1.4006], [-5.6271, 0.1639, 1.4971], [-4.1381, 0.4467, 1.1496], [-4.0304, 1.6649, 0.2155], [-4.4413, 1.3629, -1.2187], [-3.6411, 0.1711, -1.7302], [-3.7704, -1.0539, -0.8142], [-3.4913, -0.7610, 0.6058], [-2.0930, -0.5677, 0.7118], [-5.1785, -1.6550, -1.0121], [-2.8020, -2.1303, -1.2854], [-3.4740, 0.8326, 2.4648], [-6.2877, 0.9742, 1.1700], [-5.9959, -0.7623, 1.0701], [-5.7590, 0.0506, 2.5754], [-2.9939, 2.0146, 0.2083], [-4.6325, 2.4908, 0.6138], [-5.5194, 1.1728, -1.2823], [-4.2477, 2.2363, -1.8504], [-3.9636, -0.0898, -2.7465], [-2.5881, 0.4597, -1.8010], [-5.3582, -2.4480, -0.2843], [-5.2618, -2.0933, -2.0116], [-5.9807, -0.9212, -0.9363], [-1.7764, -1.7661, -1.2983], [-3.0626, -2.4479, -2.3013], [-2.8505, -3.0028, -0.6289], [-3.4663, -0.0143, 3.1542], [-4.0371, 1.6522, 2.9272], [-2.4484, 1.1638, 2.3175], [2.6615, 0.1331, -0.9192], [1.6402, 1.2041, -1.3884], [1.8436, 1.5394, -2.8683], [3.0828, 2.3863, -3.1468], [3.0585, 3.6531, -2.2940], [2.9059, 3.3557, -0.8029], [1.7458, 2.4436, -0.5546], [0.6479, 3.1194, -0.6043], [4.2270, 2.7645, -0.2735], [2.7006, 4.6536, -0.0309], [0.2585, 0.5668, -1.2306], [3.1875, -0.3245, -1.7579], [3.4101, 0.5138, -0.2305], [2.1624, -0.6678, -0.3789], [0.9650, 2.0801, -3.2343], [1.8897, 0.6087, -3.4357], [3.9915, 1.8069, -2.9578], [3.1095, 2.6602, -4.2042], [3.9743, 4.2293, -2.4500], [2.2304, 4.2873, -2.6256], [4.1077, 2.3995, 0.7476], [4.9938, 3.5402, -0.2595], [4.6200, 1.9575, -0.8881], [1.8517, 5.2232, -0.4027], [3.5883, 5.2787, -0.1313], [2.5412, 4.4546, 1.0298], [0.0134, 0.3683, -0.1869], [0.2483, -0.3848, -1.7630], [-0.5358, 1.1848, -1.6432]], "forces_ev_per_a": [[-0.71, 0.18, -0.21], [-0.08, 0.31, -1.85], [0.00, -0.54, 2.03], [0.30, -0.03, -0.33], [-0.17, 0.44, 0.45], [0.00, -0.18, -0.69], [0.12, 0.06, 0.49], [-0.18, -0.36, 0.24], [0.14, -0.16, -0.03], [-0.11, 0.28, -0.06], [0.32, 0.12, 0.01], [0.31, -0.04, -0.06], [0.04, -0.18, 0.19], [0.12, -0.21, 0.16], [0.18, 0.08, -0.26], [0.04, -0.05, 0.32], [-0.16, 0.10, 0.29], [-0.13, 0.15, -0.26], [-0.27, 0.10, -0.22], [-0.33, 0.01, -0.15], [0.36, -0.01, -0.10], [-0.16, -0.10, -0.06], [-0.61, 0.20, 0.01], [0.07, 0.28, -0.13], [0.05, 0.01, 0.03], [0.08, 0.18, -0.23], [-0.58, -0.08, -0.27], [0.57, -0.24, 0.31], [0.28, 0.05, -0.03], [-0.13, 0.03, -0.08], [0.30, -0.17, -0.16], [0.30, 0.10, 0.23], [0.03, 0.00, 0.01], [0.07, 0.01, -0.07], [0.08, 0.09, 0.03], [0.06, -0.16, 0.02], [-0.01, -0.05, 0.07], [0.01, -0.06, 0.03], [-0.04, 0.00, 0.00], [0.00, -0.08, 0.03], [-0.04, -0.07, 0.15], [0.02, 0.03, 0.05], [0.10, 0.01, -0.01], [0.01, 0.00, 0.06], [-0.05, 0.05, 0.17], [-0.11, 0.01, 0.00], [0.00, 0.03, 0.06], [0.00, -0.05, -0.04], [-0.11, -0.03, -0.02], [0.00, -0.12, -0.09], [0.17, 0.16, 0.17], [0.24, -1.37, 0.20], [0.17, 0.46, -0.23], [-0.07, -0.03, 0.04], [-0.16, -0.12, -0.37], [1.19, 0.02, 0.60], [-0.74, 0.81, -1.40], [-0.04, -0.12, 0.53], [0.05, -0.15, -0.04], [-0.33, 0.19, 0.01], [-0.06, 0.39, 0.19], [0.00, 0.00, -0.02], [-0.01, 0.04, -0.07], [-0.14, -0.02, -0.14], [-0.04, 0.03, 0.13], [-0.04, -0.08, 0.08], [0.00, 0.00, 0.05], [0.02, -0.01, -0.01], [0.03, 0.03, 0.10], [-0.08, -0.04, 0.10], [-0.03, -0.01, 0.00], [-0.08, 0.11, -0.02], [-0.05, -0.03, 0.03], [-0.06, -0.10, 0.03], [0.09, -0.07, -0.03], [-0.03, -0.03, -0.01], [-0.15, -0.01, -0.02], [0.11, -0.06, -0.01], [0.05, 0.06, 0.07]]}

---

{"formula": "CH3N2O2S", "method": "ωB97M-V/def2-TZVPD", "gap_ev": 6.72, "charge": -1, "lumo_energy_ev": 3.872, "relative_energy_kcal_mol": 51.8, "species": ["C", "N", "N", "O", "O", "S", "H", "H", "H"], "xyz": [[-0.6931, -0.6036, -1.4075], [1.3192, 0.0485, 0.7320], [-0.1378, -0.3012, 0.8913], [-1.7691, -1.0331, -1.3041], [0.2163, -0.1435, -1.9862], [-0.8856, 0.7975, 1.7241], [1.1248, 0.1321, -0.2931], [1.9087, -0.8056, 0.8457], [-1.0836, 1.9089, 0.7978]], "forces_ev_per_a": [[-0.89, 0.49, 0.50], [-0.77, -0.24, -1.60], [1.66, -2.41, -1.24], [-0.81, -0.70, 0.21], [1.14, 0.14, 0.03], [-1.63, 2.67, 0.43], [2.14, 0.28, 0.90], [-0.95, 0.49, -0.12], [0.11, -0.73, 0.86]]}

---

{"formula": "C47H57IN5O4PTi", "method": "ωB97M-V/def2-TZVPD", "gap_ev": 7.34, "charge": 2, "lumo_energy_ev": -5.862, "relative_energy_kcal_mol": 12.9, "species": ["Ti", "C", "C", "C", "C", "C", "C", "C", "N", "C", "C", "C", "C", "C", "C", "C", "N", "C", "C", "C", "C", "H", "H", "H", "H", "H", "H", "H", "H", "H", "H", "H", "H", "H", "H", "H", "H", "H", "H", "H", "H", "H", "H", "H", "H", "O", "C", "C", "C", "C", "N", "C", "C", "C", "C", "C", "C", "O", "C", "C", "N", "H", "H", "H", "H", "H", "H", "H", "H", "H", "H", "H", "H", "N", "C", "C", "C", "O", "O", "H", "H", "H", "H", "H", "H", "I", "C", "H", "H", "C", "P", "C", "C", "C", "C", "C", "C", "C", "C", "C", "C", "C", "C", "H", "H", "H", "H", "H", "H", "H", "H", "H", "H", "H", "H", "H"], "xyz": [[0.3692, -0.3065, -0.3515], [-4.6036, 2.4256, 3.6893], [-3.9347, 3.4488, 2.7903], [-4.9351, 4.1672, 1.8469], [-3.3001, 4.4981, 3.6916], [-2.9382, 2.7232, 1.9309], [-3.3707, 1.7659, 0.9661], [-2.4525, 0.9762, 0.3190], [-1.1230, 1.1252, 0.4862], [-0.6775, 2.0192, 1.3808], [-1.5683, 2.8520, 2.0961], [0.8065, 2.2182, 1.3718], [1.5053, 3.1233, 2.1452], [2.8988, 3.2981, 1.9948], [3.4419, 2.5784, 0.9193], [2.6947, 1.6496, 0.2325], [1.4515, 1.4204, 0.5218], [3.8280, 4.1115, 2.8445], [4.5580, 5.1384, 1.9784], [3.0700, 4.8349, 3.9568], [4.7535, 3.0762, 3.4487], [-5.2443, 2.9315, 4.4264], [-3.8841, 1.8969, 4.2832], [-5.1666, 1.7224, 3.1016], [-5.6314, 4.6826, 2.4979], [-5.5477, 3.4106, 1.3271], [-4.3844, 4.8172, 1.1637], [-4.1074, 5.0709, 4.1581], [-2.6951, 5.1803, 3.0921], [-2.6829, 4.0486, 4.4977], [-4.4500, 1.6893, 0.7774], [-2.8226, 0.2072, -0.3810], [-1.1877, 3.4648, 2.8864], [0.9783, 3.7316, 2.8378], [4.5222, 2.6643, 0.6306], [3.2505, 1.0239, -0.4959], [3.8781, 5.7907, 1.4426], [5.1599, 4.7000, 1.2213], [5.1890, 5.7791, 2.5887], [2.5198, 5.6634, 3.4911], [3.8065, 5.3065, 4.6032], [2.4704, 4.2159, 4.6212], [5.3317, 2.5812, 2.6647], [4.2396, 2.2683, 3.9793], [5.4334, 3.4929, 4.1544], [-4.4522, -4.7025, 2.4572], [-3.6232, -3.9421, 3.3201], [-2.6243, -3.1479, 2.4753], [-1.7639, -2.2612, 3.1123], [-0.9005, -1.5190, 2.3179], [-0.8828, -1.5764, 0.9699], [-1.7566, -2.3897, 0.3766], [-2.6179, -3.2080, 1.0940], [-1.9153, -2.2586, -1.0915], [-2.7024, -3.0629, -1.8630], [-2.9550, -2.6545, -3.1751], [-3.9346, -3.5176, -4.0562], [-3.8538, -4.8578, -3.6247], [-2.4242, -1.4619, -3.6412], [-1.5833, -0.7499, -2.8032], [-1.3211, -1.1268, -1.5461], [-4.9742, -5.3560, 2.9397], [-3.0931, -4.5843, 4.0391], [-4.1955, -3.2398, 3.9391], [-1.7530, -2.1891, 4.1851], [-0.1700, -0.8265, 2.7545], [-3.3089, -3.9714, 0.6610], [-3.1689, -3.9633, -1.4899], [-3.6099, -3.4100, -5.0829], [-4.8983, -3.1724, -3.9440], [-3.2590, -5.3234, -4.2134], [-2.5684, -1.1667, -4.6797], [-1.1354, 0.1688, -3.1408], [-1.8258, 2.3341, -3.0110], [-0.6603, 3.1942, -3.4026], [0.4093, 3.1417, -2.2723], [1.1988, 1.9071, -2.3449], [2.3078, 1.8404, -2.8082], [0.5626, 0.8370, -1.8393], [-2.4465, 2.3386, -3.7854], [-2.2826, 2.8037, -2.2335], [-0.9082, 4.2646, -3.5347], [-0.2756, 2.8291, -4.3919], [-0.1244, 3.1819, -1.3208], [1.0672, 3.9991, -2.3568], [1.9962, -3.0836, 1.5986], [1.9519, -1.0768, 0.8868], [2.9403, -0.9545, 0.4424], [1.8889, -0.4366, 1.7933], [1.4422, -1.4897, -3.7190], [1.5469, -2.1523, -1.9991], [3.3357, -2.1416, -1.8103], [3.9911, -3.2660, -1.3367], [5.3523, -3.2224, -1.1351], [6.0485, -2.0370, -1.4263], [5.4042, -0.9283, -1.9041], [4.0537, -0.9721, -2.0797], [1.0780, -3.9086, -2.2327], [1.7452, -4.5794, -3.2753], [1.4886, -5.9027, -3.5820], [0.5583, -6.5825, -2.7919], [-0.0537, -5.9876, -1.7342], [0.1352, -4.6371, -1.4560], [2.1142, -2.1419, -4.3029], [1.8189, -0.4632, -3.7291], [0.4689, -1.5108, -4.1582], [3.4452, -4.2017, -1.1262], [5.8718, -4.0767, -0.7825], [7.1317, -2.0613, -1.3281], [5.9831, -0.0153, -2.1073], [3.5087, -0.1070, -2.4536], [2.5254, -4.0281, -3.8156], [2.0143, -6.3829, -4.4124], [0.3189, -7.5914, -3.1081], [-0.7530, -6.5425, -1.1241], [-0.3775, -4.2030, -0.6082]], "forces_ev_per_a": [[0.17, 0.57, -0.55], [-0.62, 0.47, 0.27], [0.06, 0.59, -0.30], [-0.11, -1.22, 0.65], [0.33, 0.01, 0.17], [0.37, -1.00, -0.56], [-0.25, 0.85, 0.69], [-0.59, 0.02, -0.34], [-0.08, -0.55, 0.33], [-0.39, 1.11, -0.29], [0.46, -1.24, -0.11], [-0.25, -0.14, 0.56], [0.65, 0.34, -0.08], [-0.65, -0.86, -1.53], [1.32, 0.43, 0.03], [2.60, -0.17, -0.31], [-1.95, -0.80, -0.63], [-0.95, -0.02, 0.56], [-0.23, 0.42, 0.47], [0.51, 0.82, -0.27], [0.43, -0.98, -0.31], [-0.11, -0.13, -0.43], [0.58, -0.42, 0.20], [-0.45, -0.40, -0.05], [-0.08, 0.55, -0.19], [0.33, 0.47, -0.18], [-0.42, 0.07, 0.03], [0.24, -0.04, 0.03], [0.07, 0.17, 0.20], [-0.28, 0.28, -0.45], [0.65, -0.30, -0.03], [0.54, 0.56, 0.44], [0.23, 0.44, 0.05], [-0.35, 0.36, 0.57], [-1.25, 0.03, 0.39], [-0.88, 0.36, 0.37], [-0.41, 0.14, 0.08], [0.72, -0.59, -0.54], [0.11, -0.05, 0.13], [-0.35, -0.26, 0.40], [0.11, 0.11, 0.08], [-0.24, -0.15, -0.30], [0.15, 0.09, 0.13], [-0.30, 0.21, -0.07], [0.62, 0.58, 0.48], [0.17, 0.21, 0.05], [0.18, -0.29, -0.27], [-0.63, -0.14, 0.76], [0.47, 0.23, -0.86], [0.38, 0.23, 0.25], [-0.34, 0.08, 0.39], [-0.78, -0.76, -0.23], [-0.57, -1.24, 0.09], [0.48, 0.95, 0.83], [-0.34, 0.21, -0.60], [-1.34, -0.57, -0.68], [3.70, -0.28, 0.87], [-0.38, 0.04, -0.07], [0.21, -0.64, 0.04], [0.05, 0.11, -0.16], [-0.10, -0.43, -0.63], [0.19, 0.22, 0.08], [0.14, 0.07, -0.27], [-0.07, 0.09, -0.22], [0.12, 0.20, 0.20], [-0.35, -0.35, -0.04], [0.69, 1.08, 0.04], [0.11, -0.01, 0.00], [-0.14, 0.08, -0.37], [-2.21, 0.79, 0.27], [0.10, -0.25, -0.04], [-0.08, 0.17, 0.33], [0.13, 0.04, 0.15], [1.46, 1.01, 0.28], [-0.02, -0.24, -0.01], [-0.96, 0.71, -0.64], [0.30, -0.80, 0.37], [0.12, -0.18, -0.16], [0.39, -0.66, 0.10], [-0.92, -0.01, -0.61], [-0.21, -0.14, -0.13], [-0.15, -0.50, -0.03], [-0.12, 0.27, 0.98], [0.01, 0.08, 0.05], [0.15, 0.06, -0.02], [-0.04, -0.11, -0.01], [-0.19, 0.24, 0.51], [-0.11, 0.18, 0.01], [0.19, -0.57, -0.36], [1.05, -0.26, 0.25], [-0.71, 0.40, -0.41], [0.06, -0.06, 0.17], [-0.29, -0.87, 0.27], [0.22, 1.34, -0.46], [0.75, -1.66, 0.35], [0.97, 1.03, 0.06], [-1.55, 0.17, -0.34], [-0.55, -0.66, 0.36], [0.43, 0.59, 0.07], [-0.11, 0.26, 0.22], [0.77, -0.81, -1.68], [-0.95, 0.73, 0.79], [1.37, 0.43, -0.55], [-0.31, 0.52, 0.03], [-0.01, -0.19, -0.03], [-0.69, -0.14, -0.09], [0.29, 0.66, -0.15], [0.42, -0.61, 0.26], [-0.18, 0.21, 0.10], [-0.40, -0.46, -0.04], [0.22, -0.01, 0.02], [-0.37, -0.42, 0.08], [-0.29, 0.10, 0.36], [-0.02, -0.10, 0.43], [-0.03, -0.10, -0.01], [0.19, 0.04, -0.07]]}

---

{"formula": "C14H43InO8", "method": "ωB97M-V/def2-TZVPD", "gap_ev": [4.12, 3.68], "multiplicity": 2, "charge": 3, "lumo_energy_ev": [-13.672, -14.362], "species": ["In", "O", "H", "C", "C", "O", "H", "H", "H", "H", "H", "H", "C", "C", "O", "H", "H", "H", "H", "H", "H", "C", "C", "O", "H", "H", "H", "H", "H", "H", "C", "C", "O", "H", "H", "H", "H", "H", "H", "C", "C", "O", "H", "H", "H", "H", "H", "H", "C", "C", "O", "H", "H", "H", "H", "H", "H", "C", "C", "O", "H", "H", "H", "H", "H", "H"], "xyz": [[-1.2289, -0.1835, 2.7204], [-0.8111, -0.0205, -0.1787], [-0.5815, 0.9049, -0.3921], [3.7283, 0.6871, 0.7865], [2.4508, 1.4594, 1.1863], [1.7791, 0.7709, 2.1680], [4.3668, 0.6862, 1.6699], [4.2418, 1.1280, -0.0680], [3.4993, -0.3568, 0.5721], [1.8078, 1.5442, 0.3102], [2.6500, 2.4778, 1.5197], [2.3775, 0.6700, 2.9119], [1.7305, -4.0774, 2.0074], [2.0141, -2.6129, 2.0071], [0.9841, -1.9168, 1.4449], [0.9222, -4.3360, 2.6914], [2.6535, -4.5832, 2.2910], [1.4213, -4.4597, 1.0346], [2.9414, -2.3826, 1.4826], [2.2047, -2.3311, 3.0427], [1.3267, -1.4837, 0.6596], [0.4162, 3.3641, -1.2598], [-0.7801, 4.2953, -1.3343], [-1.3355, 4.5345, -0.0348], [0.1999, 2.3590, -0.8978], [1.2003, 3.8510, -0.6799], [0.7596, 3.2520, -2.2882], [-1.5173, 3.7910, -1.9590], [-0.5803, 5.2612, -1.7982], [-2.0050, 5.2164, -0.1261], [-2.5598, -1.0759, -3.7334], [-1.9982, 0.3334, -3.6357], [-2.2338, 0.9135, -2.3313], [-3.6399, -1.1116, -3.5909], [-2.0627, -1.8443, -3.1414], [-2.5382, -1.4256, -4.7656], [-2.4952, 0.9441, -4.3895], [-0.9293, 0.3034, -3.8469], [-1.7388, 0.3745, -1.7099], [-3.3621, -4.1263, 0.3239], [-2.7026, -2.8895, -0.3695], [-1.9895, -2.2173, 0.6130], [-2.5949, -4.8262, 0.6550], [-3.9645, -4.6364, -0.4277], [-3.9136, -3.7622, 1.1907], [-3.4676, -2.2134, -0.7514], [-2.0264, -3.1707, -1.1769], [-1.5906, -1.5002, 0.1146], [2.2593, -3.0731, -1.8876], [1.0268, -2.1679, -1.8001], [1.3878, -0.9491, -1.1626], [1.9356, -3.8797, -2.5455], [2.5419, -3.4485, -0.9041], [3.1052, -2.5481, -2.3313], [0.2985, -2.6145, -1.1231], [0.5186, -2.0062, -2.7507], [0.5371, -0.6190, -0.8643], [-0.9541, 4.6329, 3.5130], [0.0250, 3.5379, 2.9751], [-0.6795, 2.7082, 2.0435], [-1.7490, 4.2452, 4.1501], [-1.4786, 5.0859, 2.6717], [-0.3765, 5.3630, 4.0800], [0.4792, 2.8634, 3.7009], [0.8355, 4.0840, 2.4925], [-0.7410, 3.2077, 1.2259]], "forces_ev_per_a": [[-0.16, -0.50, -0.80], [-0.39, 1.30, -0.40], [-0.05, -0.62, 0.57], [-0.44, 0.62, 0.67], [1.50, 0.24, -2.26], [-1.72, -1.07, 1.53], [0.44, 0.06, -0.15], [0.03, -0.02, 0.17], [-0.19, 0.11, -0.27], [-0.21, -0.15, 0.11], [0.40, 0.18, -0.01], [0.17, -0.09, 0.30], [-1.17, -2.36, 0.19], [2.06, 1.09, -0.89], [-0.85, -0.61, 2.00], [0.18, -0.01, 0.16], [0.05, 0.12, 0.20], [0.17, 0.37, -0.19], [0.00, -0.06, -0.19], [-0.61, 0.15, 0.66], [0.34, 1.25, -2.46], [-0.01, 1.18, -0.33], [-0.44, -0.54, -0.39], [0.51, -0.70, 0.48], [-0.12, 0.19, 0.18], [0.24, -0.32, 0.04], [0.30, -0.06, 0.06], [-0.38, 0.14, -0.04], [0.46, -0.15, -0.04], [-0.23, 0.12, 0.21], [-0.84, -1.69, -0.02], [-1.28, 1.29, -0.14], [-0.61, 0.16, -3.48], [0.02, 0.39, 0.71], [0.02, 0.30, 0.18], [0.77, 0.45, -0.33], [0.08, 0.33, 0.40], [0.60, -0.08, 0.43], [1.26, -1.48, 2.57], [0.76, 0.92, -1.22], [-1.45, -2.03, 0.65], [1.11, 0.79, 1.00], [0.05, 0.09, 0.03], [-0.35, -0.04, 0.39], [-0.26, -0.23, -0.22], [-0.29, -0.06, -0.28], [-0.01, -0.26, -0.22], [0.46, 0.75, 0.28], [-1.07, 0.41, -0.67], [0.85, -0.60, 0.87], [1.10, -0.22, 0.18], [0.55, -0.37, 0.16], [0.01, -0.10, -0.07], [-0.09, -0.05, -0.04], [-0.38, -0.60, -0.14], [0.30, 0.11, -0.27], [-0.96, 1.07, 0.42], [-1.50, 0.56, 0.08], [0.42, -1.85, -0.42], [1.28, 0.74, 2.53], [0.33, -0.56, 0.07], [0.40, 0.28, -0.03], [0.35, -0.08, -0.25], [-0.59, 0.15, 0.36], [-0.12, 0.33, -0.64], [-0.77, 1.32, -1.96]]}

---

| no. | E (eV) |
| --- | --- |
| 1 | -108348.230 |
| 2 | -18995.051 |
| 3 | -105800.387 |
| 4 | -36731.672 |